Record 1
A cluster of 10 separate species, C8H30O9 in total at a distorted geometry. Source: the OMol25 dataset; level of theory: ωB97M-V with the def2-TZVPD basis set.

XYZ file:
```
47
Properties=species:S:1:pos:R:3:forces:R:3:lowdin_charge:R:1
C -2.292891 -0.188950 -1.189285 1.02 2.02 0.77 0.02
C -1.294972 0.599862 -1.675877 -1.83 -2.01 3.54 -0.08
C -0.367562 1.210765 -0.695362 0.33 -0.11 0.47 -0.25
C -0.731803 2.140415 0.203435 -2.99 -1.44 -2.85 -0.08
C -2.199582 2.562416 0.275404 1.02 1.79 -1.08 -0.07
C 1.043675 0.717557 -0.856103 -0.12 -0.43 1.51 -0.29
C 1.553868 -0.366779 -0.201597 0.92 3.15 -1.94 0.09
C 1.793729 1.613292 -1.786822 -1.89 0.59 -2.70 -0.06
H -2.442907 -0.195014 -0.089743 0.07 -0.21 -0.89 0.06
H -3.055407 -0.680161 -1.736150 -0.24 -0.54 -0.82 0.07
H -1.039136 0.561642 -2.665425 0.54 0.21 -2.51 0.07
H -0.091830 2.674393 0.779662 2.18 1.12 1.74 0.06
H -2.805533 1.785544 -0.067163 -0.95 -0.90 -0.71 0.02
H -2.485899 2.685701 1.286613 -0.30 0.69 1.18 0.05
H -2.480637 3.502122 -0.337178 0.68 -1.27 1.11 0.12
H 1.058990 -0.908763 0.513994 -1.65 -1.23 1.23 0.01
H 2.609344 -0.613324 -0.240986 0.07 0.00 -0.51 0.08
H 2.713913 1.892623 -1.365841 1.52 0.30 0.19 0.04
H 1.896163 1.046197 -2.766267 0.40 0.81 1.01 0.10
H 1.199074 2.600947 -2.081464 1.15 -2.14 0.87 0.13
O 1.210645 -0.775781 3.034163 0.06 -7.21 2.46 0.05
H 1.562268 -0.177863 2.521877 2.58 5.21 -4.07 -0.06
H 0.586777 -0.426979 3.593288 -2.32 1.70 1.70 0.01
O 4.295757 1.502256 1.525802 1.86 0.52 -0.27 -0.04
H 3.390188 1.263552 1.550048 -1.26 -0.47 -0.43 -0.02
H 4.666429 1.331746 0.640328 -0.63 -0.02 0.63 0.05
O -1.030887 0.404203 2.651680 -0.23 -0.78 -1.26 -0.07
H -1.576501 1.191749 2.554494 -0.07 -0.23 -0.18 0.04
H -1.116498 -0.116156 1.789507 -0.05 1.32 1.71 0.06
O 0.548592 -4.579653 -0.114079 -0.73 -1.51 -0.65 -0.11
H -0.175394 -3.925488 -0.163527 0.50 0.43 -0.45 -0.04
H 0.146637 -5.246480 -0.719291 0.87 0.37 0.69 0.06
O -0.095397 -2.802604 1.628884 -0.61 1.07 0.56 -0.07
H 0.247038 -3.685873 1.646235 0.69 -0.77 0.04 0.04
H 0.425962 -2.200276 2.178796 0.47 -0.09 0.28 0.02
O -1.196521 -2.838286 -0.899545 -0.81 3.37 3.92 -0.14
H -0.892426 -1.965939 -1.216625 0.22 -0.62 -1.16 0.01
H -1.313379 -2.334042 0.097213 -0.03 -2.66 -3.18 0.11
O -2.522007 -1.842508 1.637095 -2.36 1.40 -1.19 -0.04
H -3.002196 -2.620609 1.372553 -0.59 -0.36 -0.33 0.06
H -1.798755 -2.201420 2.073592 2.49 -1.11 1.54 -0.03
O 1.707878 4.699706 0.382263 -3.58 2.57 -2.13 0.02
H 1.976937 4.571565 1.228186 1.96 -1.15 3.24 -0.01
H 2.116883 4.290274 -0.329575 1.65 -1.44 -1.08 -0.01
O -0.307330 -1.327011 -4.372084 -1.23 -0.70 4.50 0.02
H -0.064983 -0.639997 -4.897032 1.10 2.16 -3.01 -0.02
H -0.370312 -2.188571 -4.698090 0.14 -1.42 -1.49 0.02
```
Positions in Å, forces in eV/Å.

## Properties
orbital gap = 9.23 eV
HOMO level = -8.88 eV
E_tot = -27205.7509 eV
molecular weight = 270.3 g/mol
relative energy (zero: lowest compared OMol25 entry of this formula, charge and spin) = 92.1 kcal per mole

=====

Record 2
A structure of composition C5H7NO2 at a distorted geometry. Source: the OMol25 dataset; level of theory: ωB97M-V with the def2-TZVPD basis set.

XYZ file:
```
15
Properties=species:S:1:pos:R:3:forces:R:3:lowdin_charge:R:1
C 0.056658 1.465532 0.900027 -0.65 3.35 -0.25 -0.02
C 0.120529 0.453919 -0.205885 2.61 0.58 2.31 -0.56
C 1.653028 0.344195 -0.435238 -0.14 -1.59 -0.50 -0.07
C 0.283535 -1.016573 -0.044892 -2.40 0.51 0.10 -0.20
C -1.224453 -1.203545 0.418493 -0.85 1.21 1.18 0.00
H -0.056470 2.310544 0.014996 0.73 -0.85 2.84 0.15
H 1.075402 1.549594 1.431611 -2.07 0.19 -0.44 0.11
H -0.925769 1.672368 1.541715 2.27 -1.10 -1.23 0.12
H 2.415245 1.043236 -0.245432 0.51 1.21 1.75 0.11
H 1.884037 0.190091 -1.420958 0.24 -1.24 -2.92 0.09
H 0.220078 -1.216841 -1.096941 0.18 -1.40 -0.81 0.14
H -1.726817 -1.959665 1.169773 0.97 1.79 -1.85 0.15
N -1.920028 -0.147698 -0.046538 0.84 -3.96 0.25 0.07
O 1.732786 -0.993650 0.304350 -2.36 2.02 -0.51 -0.03
O -1.080448 0.641574 -0.912354 0.12 -0.73 0.06 -0.07
```
Positions in Å, forces in eV/Å.

## Properties
orbital gap = 10.76 eV
HOMO level = -9.98 eV
E_tot = -10876.0167 eV
molecular weight = 113.1 g/mol
relative energy (zero: lowest compared OMol25 entry of this formula, charge and spin) = 175.3 kcal per mole

=====

Record 3
A structure of composition C41H38N2O2P2V at a distorted geometry. Source: the OMol25 dataset; level of theory: ωB97M-V with the def2-TZVPD basis set.

XYZ file:
```
86
Properties=species:S:1:pos:R:3:forces:R:3:mulliken_spin:R:1
V -0.389491 -0.645416 -0.778942 -0.10 1.47 0.36 0.93
O 1.215809 -1.310816 -1.531842 1.38 -0.75 -2.39 -0.03
C 1.294109 -1.286916 -0.322942 0.45 -0.35 1.97 -0.06
C 2.113909 -1.469916 0.804658 0.89 -0.24 1.01 -0.03
C 3.476309 -1.786916 0.878958 -0.24 0.05 -0.04 0.01
C 4.073909 -1.814216 2.124458 0.15 -0.02 -0.06 0.00
C 3.351609 -1.523316 3.277458 -0.18 0.01 -0.13 0.01
C 1.989409 -1.244516 3.223058 0.00 -0.07 -0.10 -0.01
C 1.371309 -1.230416 1.990458 0.09 -0.07 -0.58 0.00
P -0.389791 -0.996116 1.589258 0.11 -0.14 0.75 -0.03
C -1.090691 -0.185816 3.051158 0.03 -0.20 -0.28 0.00
C -1.348091 1.180184 3.100058 0.05 -0.18 -0.13 0.00
C -1.741491 1.750084 4.300058 0.00 0.11 0.01 0.00
C -1.890191 0.965384 5.433058 0.01 0.02 -0.06 0.00
C -1.669891 -0.402116 5.371458 0.02 -0.01 0.06 0.00
C -1.259391 -0.979816 4.186558 -0.01 0.09 -0.04 0.00
C -1.067991 -2.681216 1.656958 0.01 -0.06 0.00 -0.01
C -2.453091 -2.808316 1.778458 0.15 0.02 -0.02 0.01
C -3.032591 -4.063516 1.763758 -0.07 0.02 -0.04 0.00
C -2.239491 -5.194516 1.624758 0.10 -0.06 -0.07 0.00
C -0.863091 -5.073516 1.499158 -0.09 -0.08 -0.07 0.00
C -0.276291 -3.818416 1.508058 0.02 0.22 0.08 0.01
H 4.043809 -1.999716 -0.013842 0.06 0.01 -0.10 0.00
H 5.120909 -2.060316 2.203758 0.12 0.02 0.01 0.00
H 3.852809 -1.517016 4.231458 0.09 -0.06 0.14 0.00
H 1.430709 -1.048316 4.126358 -0.03 0.04 0.06 0.00
H -1.244891 1.780384 2.204558 -0.02 0.09 0.01 0.00
H -1.931191 2.810184 4.353058 -0.03 0.13 0.00 0.00
H -2.176191 1.418484 6.368058 -0.10 0.08 0.10 0.00
H -1.814591 -1.019216 6.243858 0.01 -0.04 0.13 0.00
H -1.070491 -2.042916 4.137258 -0.02 -0.06 0.06 0.00
H -3.057391 -1.918316 1.909658 -0.09 -0.03 0.03 0.00
H -4.103291 -4.164116 1.865358 -0.08 -0.02 0.05 0.00
H -2.694191 -6.172516 1.615458 -0.05 -0.11 0.03 0.00
H -0.245191 -5.953716 1.390058 0.00 -0.04 0.03 0.00
H 0.798309 -3.723316 1.415158 0.01 -0.08 0.03 0.00
N -0.373391 1.021084 -1.068342 -0.33 0.68 -0.25 0.14
P 0.760609 2.017284 -1.575442 0.91 0.52 -0.44 0.01
C 0.285509 3.752084 -1.500942 -0.03 -0.46 0.02 0.00
C -1.019791 4.124684 -1.210942 0.04 -0.21 -0.02 0.00
C -1.336891 5.470284 -1.150542 -0.08 0.18 0.01 0.00
C -0.358191 6.427584 -1.370442 -0.07 -0.08 -0.01 0.00
C 0.944909 6.047584 -1.655442 0.07 0.05 -0.05 0.00
C 1.271909 4.708484 -1.725742 -0.06 -0.09 0.02 0.00
C 2.175409 1.875484 -0.450542 -0.32 0.13 -0.27 0.00
C 1.827909 1.824784 0.898858 0.00 0.07 -0.04 0.01
C 2.811409 1.873584 1.868158 -0.04 0.05 0.04 0.00
C 4.144409 1.954284 1.490358 0.02 0.00 -0.04 0.00
C 4.490609 1.987784 0.147758 0.10 0.02 0.03 0.00
C 3.507409 1.967684 -0.829242 0.00 -0.03 -0.02 0.00
C 1.239209 1.668484 -3.289042 -0.09 0.29 0.50 0.01
C 0.598409 2.399284 -4.288142 0.14 0.03 0.07 0.00
C 0.969309 2.223284 -5.609842 -0.09 0.00 -0.05 0.00
C 1.969509 1.320384 -5.934642 -0.01 -0.07 0.03 0.00
C 2.577109 0.562784 -4.943242 0.10 -0.02 0.01 0.00
C 2.212209 0.727984 -3.618042 0.02 0.03 0.07 0.00
H -1.766391 3.357484 -1.042842 -0.04 0.06 0.02 0.00
H -2.347191 5.780784 -0.936142 -0.12 0.01 0.03 0.00
H -0.610391 7.475284 -1.329242 -0.04 0.11 0.03 0.00
H 1.701109 6.796984 -1.825642 0.09 0.08 -0.02 0.00
H 2.282909 4.399384 -1.952042 0.11 0.05 -0.02 0.00
H 0.775909 1.773784 1.165858 0.15 0.05 0.09 0.01
H 2.539009 1.877384 2.914058 0.00 -0.03 0.07 0.00
H 4.913809 2.017384 2.245058 0.08 -0.03 0.06 0.00
H 5.528709 2.058584 -0.140842 0.08 0.01 -0.01 0.00
H 3.778009 2.037384 -1.873142 0.04 0.01 -0.05 0.00
H -0.160391 3.121484 -4.016442 -0.01 0.06 -0.10 0.00
H 0.491209 2.801584 -6.385542 -0.05 0.05 -0.05 0.00
H 2.279709 1.206184 -6.962942 0.01 -0.01 -0.06 0.00
H 3.363109 -0.132816 -5.198442 0.00 -0.08 -0.04 0.00
H 2.691009 0.143184 -2.842842 0.06 0.05 -0.09 0.00
C -4.118391 -3.655316 -2.165842 -0.63 -0.18 -0.22 0.00
N -2.994291 -2.864216 -1.719842 0.24 0.99 0.37 0.01
C -1.652791 -3.335616 -2.008242 0.49 0.07 0.01 0.03
C -3.140191 -1.669216 -1.146642 -1.07 -1.27 -0.51 0.00
C -4.505191 -1.086116 -0.954542 0.19 0.20 0.11 0.01
O -2.140291 -1.026716 -0.761042 -2.30 -0.56 0.01 -0.01
H -3.812491 -4.691816 -2.276142 0.03 0.03 0.05 0.00
H -4.492591 -3.299816 -3.127042 0.01 -0.03 -0.04 0.00
H -4.931791 -3.617216 -1.445742 0.02 -0.02 0.03 0.00
H -1.706091 -4.259016 -2.578242 0.00 0.05 0.03 0.00
H -1.110191 -3.533216 -1.075142 -0.04 -0.02 -0.11 -0.01
H -1.099791 -2.596216 -2.609142 -0.15 -0.23 0.08 0.00
H -5.114191 -1.703516 -0.296642 0.00 -0.10 0.03 0.00
H -5.023191 -1.002816 -1.907642 -0.05 -0.01 -0.07 0.00
H -4.400191 -0.097516 -0.509842 -0.01 -0.08 -0.07 0.00
```
Positions in Å, forces in eV/Å.

## Properties
orbital gap (spin up / spin down) = 6.95 / 7.32 eV
HOMO level (spin up / spin down) = -13.13 / -13.74 eV
E_tot = -94462.0323 eV
spin multiplicity = 2
total charge = +2
molecular weight = 703.7 g/mol
relative energy (zero: lowest compared OMol25 entry of this formula, charge and spin) = 22.2 kcal per mole

=====

The highest E_tot belongs to which entry?
C5H7NO2

=====

E_tot of number 3 (C41H38N2O2P2V)?
-94462.0323 eV

=====

Among the records above, which one has the lowest relative energy (zero: lowest compared OMol25 entry of this formula, charge and spin)?
C41H38N2O2P2V